{
  "formula": "C17H26ClN5O2P",
  "method": "ωB97M-V with the def2-TZVPD basis set",
  "spin_multiplicity": 1,
  "largest_force_ev_per_a": 6.5,
  "homo_ev": -9.61,
  "smiles": "CC(C)=CCC[C@@H](C)CCn1[nH]c(Cl)n/c1=[N+](\\c1cccnc1)P(O)O",
  "charge": 1,
  "energy_ev": -51393.2181,
  "homo_lumo_gap_ev": 6.19,
  "species": ["C", "C", "C", "C", "C", "C", "C", "C", "C", "C", "N", "N", "C", "Cl", "N", "C", "N", "C", "C", "C", "C", "N", "C", "P", "O", "O", "H", "H", "H", "H", "H", "H", "H", "H", "H", "H", "H", "H", "H", "H", "H", "H", "H", "H", "H", "H", "H", "H", "H", "H", "H", "H"],
  "xyz": [[-3.89020, -1.50497, -1.35350], [-3.27066, -2.72486, -2.21064], [-3.90672, -4.18422, -2.14303], [-2.10084, -2.40190, -2.99331], [-0.86354, -1.77778, -2.18759], [0.53672, -1.93568, -2.93802], [1.76295, -1.17770, -2.19486], [1.79655, 0.30957, -2.78626], [1.69847, -1.27501, -0.59908], [2.85958, -0.45201, 0.15189], [2.56796, -0.08001, 1.55999], [3.32056, -0.75021, 2.47425], [3.05856, -0.34816, 3.82381], [3.81240, -0.95868, 5.33606], [2.04369, 0.64130, 3.63997], [1.72317, 0.84969, 2.24352], [0.86017, 1.68862, 1.65749], [0.10179, 2.58775, 2.59568], [0.19268, 4.10589, 2.44525], [-0.69638, 4.80068, 3.47293], [-1.46793, 3.97877, 4.47665], [-1.57767, 2.57970, 4.65623], [-0.77724, 1.98241, 3.65862], [0.47838, 1.86449, -0.05562], [1.51895, 3.02574, -0.76307], [-1.11588, 2.52843, -0.08419], [-5.02632, -1.52865, -1.35095], [-3.43887, -1.58531, -0.29298], [-3.52072, -0.50768, -1.77446], [-4.49453, -4.49159, -3.06725], [-4.56466, -4.20906, -1.19792], [-3.03740, -4.91116, -1.95285], [-2.13714, -2.56579, -4.11513], [-0.77211, -2.35967, -1.19774], [-1.06846, -0.67889, -1.88904], [0.80312, -3.01296, -3.20914], [0.42463, -1.38889, -3.94805], [2.72935, -1.69362, -2.53679], [2.64389, 0.96365, -2.40469], [0.76805, 0.80326, -2.65815], [1.95440, 0.21412, -3.92155], [0.71001, -0.95953, -0.13668], [1.84180, -2.38628, -0.33596], [3.77679, -1.14815, 0.16842], [3.20036, 0.48619, -0.40066], [4.04082, -1.46439, 2.32250], [0.83421, 4.60662, 1.65921], [-0.77450, 5.93549, 3.48236], [-2.08234, 4.58421, 5.23690], [-0.80926, 0.83227, 3.67059], [1.05839, 3.26500, -1.60855], [-1.72502, 1.82898, -0.42462]],
  "nbo_charge": [-0.67, 0.09, -0.67, -0.28, -0.44, -0.40, -0.22, -0.64, -0.43, -0.25, -0.17, -0.35, 0.38, 0.16, -0.48, 0.62, -0.75, 0.05, -0.17, -0.25, 0.04, -0.37, 0.03, 1.47, -0.97, -0.96, 0.24, 0.21, 0.21, 0.24, 0.22, 0.23, 0.23, 0.20, 0.19, 0.23, 0.21, 0.22, 0.21, 0.20, 0.23, 0.23, 0.22, 0.23, 0.25, 0.45, 0.26, 0.25, 0.22, 0.21, 0.51, 0.52]
}



{
  "formula": "C4H8",
  "method": "ωB97M-V with the def2-TZVPD basis set",
  "spin_multiplicity": 3,
  "largest_force_ev_per_a": 7.4,
  "homo_ev": [-4.05, -11.33],
  "charge": 0,
  "energy_ev": -4270.9143,
  "s_squared": 2.01,
  "homo_lumo_gap_ev": [5.36, 10.22],
  "species": ["C", "C", "C", "C", "H", "H", "H", "H", "H", "H", "H", "H"],
  "xyz": [[-0.89184, -0.75842, 0.32877], [-1.26169, 0.60912, -0.15806], [0.23583, -0.37675, -0.63068], [1.41770, 0.11397, 0.17078], [-0.55014, -0.67019, 1.30335], [-1.59941, -1.64264, 0.18932], [-1.81837, 0.92175, -1.03935], [-0.97241, 1.39781, 0.51761], [0.35260, -0.43209, -1.75256], [1.49093, 1.23270, 0.02301], [2.30737, -0.32353, -0.20493], [1.28941, -0.07173, 1.25273]],
  "nbo_charge": [-0.50, -0.37, -0.14, -0.67, 0.21, 0.24, 0.20, 0.18, 0.22, 0.20, 0.23, 0.21]
}



{
  "formula": "H10O5",
  "method": "ωB97M-V with the def2-TZVPD basis set",
  "spin_multiplicity": 1,
  "largest_force_ev_per_a": 2.1,
  "homo_ev": -11.03,
  "smiles": "O.O.O.O.O",
  "charge": 0,
  "energy_ev": -10399.8636,
  "homo_lumo_gap_ev": 11.28,
  "species": ["O", "H", "H", "O", "H", "H", "O", "H", "H", "O", "H", "H", "O", "H", "H"],
  "xyz": [[18.22234, -14.58583, -7.26244], [18.87696, -14.27513, -7.87750], [17.52285, -14.14136, -7.71094], [22.65053, -11.63596, -4.30538], [22.34937, -12.13829, -3.55790], [22.47834, -12.20407, -5.08188], [20.02711, -13.04489, -8.89569], [20.74041, -12.98024, -8.26182], [19.64942, -12.18439, -8.92001], [21.87154, -13.67347, -6.47944], [22.53580, -14.30858, -6.31822], [21.08294, -13.99143, -5.95464], [19.74224, -13.89039, -4.76247], [19.49519, -12.99691, -4.97786], [20.20999, -13.71078, -3.94816]],
  "nbo_charge": [-0.95, 0.48, 0.45, -0.95, 0.45, 0.49, -0.96, 0.50, 0.47, -1.00, 0.48, 0.51, -0.91, 0.48, 0.46]
}



{
  "formula": "C19H43OP3RuS",
  "method": "ωB97M-V with the def2-TZVPD basis set",
  "spin_multiplicity": 6,
  "largest_force_ev_per_a": 2.8,
  "homo_ev": [-14.83, -17.22],
  "charge": 3,
  "energy_ev": -63699.5359,
  "s_squared": 8.79,
  "homo_lumo_gap_ev": [5.34, 3.03],
  "species": ["Ru", "P", "P", "P", "H", "C", "C", "H", "C", "C", "C", "C", "C", "C", "C", "C", "C", "H", "H", "H", "H", "H", "H", "H", "H", "H", "H", "H", "H", "H", "H", "H", "H", "H", "H", "H", "H", "H", "H", "H", "H", "H", "H", "H", "H", "H", "C", "C", "C", "C", "C", "C", "O", "H", "H", "H", "H", "H", "H", "C", "S", "C", "H", "H", "H", "H", "H", "H"],
  "xyz": [[1.32502, -0.38462, -0.36700], [2.52530, 0.07654, -2.27317], [-0.04787, -2.05786, -0.98731], [2.16614, 1.43265, 0.85197], [0.00738, -2.66166, 3.53860], [-0.28460, -1.81193, 4.15727], [-1.29721, -0.99609, 3.85644], [-1.97389, -1.21341, 3.02428], [3.82658, -1.24129, -2.49484], [1.56079, -0.07520, -3.82009], [3.46698, 1.58772, -2.50315], [-1.09550, -2.44111, 0.41927], [-1.19619, -1.81328, -2.37585], [0.85553, -3.55824, -1.42118], [1.50705, 1.31286, 2.54239], [1.90598, 3.19401, 0.42270], [3.96857, 1.32718, 1.05331], [0.30549, -1.66711, 5.05976], [-1.54000, -0.14521, 4.49966], [4.47658, -1.18368, -1.60572], [4.43866, -1.07645, -3.40029], [3.36217, -2.23359, -2.56171], [2.18049, 0.23542, -4.66369], [0.66793, 0.55338, -3.81029], [1.24154, -1.10005, -4.00016], [3.61488, 1.76746, -3.57216], [4.44031, 1.47454, -2.03014], [2.96594, 2.44948, -2.06229], [-1.28154, -3.51733, 0.34054], [-2.03200, -1.87699, 0.33238], [-0.60139, -2.21238, 1.37353], [-1.47119, -2.81145, -2.72678], [-0.76992, -1.26099, -3.21505], [-2.09872, -1.29775, -2.04031], [0.09562, -4.30686, -1.65862], [1.46333, -3.85939, -0.56128], [1.49680, -3.37093, -2.29735], [2.17146, 1.90094, 3.19194], [1.50836, 0.26310, 2.86426], [0.48463, 1.70756, 2.57886], [2.83259, 3.73980, 0.65442], [1.09743, 3.61851, 1.02929], [1.66927, 3.35635, -0.63205], [4.28550, 2.21289, 1.62565], [4.45947, 1.31376, 0.06959], [4.21837, 0.41807, 1.61223], [3.13149, -2.16891, 1.82966], [3.81348, -2.97481, 0.83698], [5.06274, -3.50908, 1.12911], [5.68053, -3.31060, 2.36693], [5.04489, -2.51300, 3.32296], [3.80170, -1.97654, 3.07998], [1.96461, -1.64075, 1.74556], [1.56871, -1.39085, -1.61137], [3.34313, -3.16819, -0.13969], [5.55778, -4.10062, 0.36857], [6.65315, -3.77559, 2.55311], [5.54670, -2.31691, 4.26557], [3.26699, -1.39775, 3.82884], [-0.51791, 2.47296, -1.83567], [-0.64066, 1.00603, -0.77068], [-1.45267, 1.75703, 0.68710], [0.38692, 2.41555, -2.43131], [-0.54756, 3.37036, -1.22946], [-1.38404, 2.51642, -2.50903], [-0.97572, 2.71848, 0.91154], [-2.51341, 1.93053, 0.45494], [-1.37456, 1.05857, 1.51644]],
  "nbo_charge": [0.17, 1.03, 1.11, 0.96, 0.18, -0.40, -0.39, 0.19, -0.92, -0.95, -0.96, -0.96, -0.95, -0.95, -0.95, -0.95, -0.94, 0.21, 0.22, 0.23, 0.28, 0.23, 0.28, 0.26, 0.25, 0.28, 0.26, 0.25, 0.27, 0.27, 0.26, 0.27, 0.26, 0.28, 0.27, 0.24, 0.24, 0.25, 0.26, 0.26, 0.27, 0.27, 0.24, 0.27, 0.24, 0.22, 0.26, -0.09, 0.02, -0.18, -0.07, 0.05, -0.46, 0.08, 0.25, 0.27, 0.29, 0.28, 0.26, -0.73, 0.26, -0.72, 0.22, 0.25, 0.27, 0.23, 0.27, 0.25]
}



{
  "formula": "C8H24F2HgNO12S2",
  "method": "ωB97M-V with the def2-TZVPD basis set",
  "spin_multiplicity": 1,
  "largest_force_ev_per_a": 9.3,
  "homo_ev": -12.80,
  "charge": 1,
  "energy_ev": -66013.3912,
  "homo_lumo_gap_ev": 8.87,
  "species": ["Hg", "N", "S", "O", "O", "F", "S", "O", "O", "F", "C", "C", "O", "O", "H", "H", "H", "H", "H", "H", "C", "C", "O", "O", "H", "H", "H", "H", "H", "H", "C", "C", "O", "O", "H", "H", "H", "H", "H", "H", "C", "C", "O", "O", "H", "H", "H", "H", "H", "H"],
  "xyz": [[0.42022, -0.09398, 0.29750], [-0.30968, 1.85933, -0.17471], [0.06662, 3.28068, -0.70079], [0.83110, 4.13774, 0.11195], [-0.84713, 3.92296, -1.65404], [1.18094, 2.80828, -1.84928], [-1.68857, 2.45221, 0.65139], [-2.85692, 2.58739, -0.13687], [-1.42367, 3.41603, 1.72874], [-1.93585, 1.02564, 1.45153], [3.18744, 1.65563, 0.84499], [2.63336, 1.43132, 2.21187], [1.14355, 1.25939, 2.25262], [2.58608, 0.73032, -0.12013], [4.24141, 1.53141, 1.09357], [2.85713, 2.62109, 0.46175], [2.85640, 2.32279, 2.79808], [3.19528, 0.74223, 2.84234], [0.88081, 1.23268, 3.17558], [3.30070, 0.33943, -0.62818], [-4.05134, -0.86394, -0.14107], [-2.74654, -1.69156, -0.27091], [-1.66291, -0.85437, -0.68171], [-4.55162, -0.52126, -1.37842], [-3.83371, -0.02096, 0.51477], [-4.83145, -1.32649, 0.46356], [-2.92633, -2.31489, -1.14682], [-2.38824, -2.18206, 0.63415], [-1.75564, -0.68397, -1.62190], [-4.46065, 0.43437, -1.36844], [-0.04465, -0.06811, -3.59013], [0.69561, -1.39118, -3.17850], [0.96371, -1.29533, -1.75907], [-1.42634, -0.03275, -3.39734], [0.24945, 0.05117, -4.63290], [0.32763, 0.75462, -2.97970], [1.68309, -1.44358, -3.63700], [0.20150, -2.30283, -3.51445], [1.89323, -1.47378, -1.59863], [-1.67988, 0.84175, -3.70157], [0.47888, -2.20776, 2.84375], [1.70099, -2.60205, 2.05685], [2.11717, -1.70657, 1.06153], [-0.48865, -1.44527, 2.07205], [0.82084, -1.66574, 3.72543], [-0.07678, -3.04762, 3.26087], [1.53891, -3.57806, 1.59942], [2.46905, -2.71553, 2.82191], [2.79528, -2.11050, 0.51508], [-1.32986, -1.79820, 2.37106]],
  "nbo_charge": [1.70, -1.27, 2.41, -0.87, -0.85, -0.54, 2.38, -0.85, -0.82, -0.52, -0.12, -0.11, -0.77, -0.78, 0.22, 0.23, 0.21, 0.18, 0.50, 0.50, -0.11, -0.08, -0.81, -0.70, 0.18, 0.18, 0.20, 0.16, 0.52, 0.49, -0.10, -0.09, -0.78, -0.73, 0.19, 0.19, 0.19, 0.21, 0.48, 0.50, -0.09, -0.10, -0.75, -0.77, 0.18, 0.21, 0.18, 0.19, 0.50, 0.51]
}



{
  "formula": "C6H14IN2",
  "method": "ωB97M-V with the def2-TZVPD basis set",
  "spin_multiplicity": 1,
  "largest_force_ev_per_a": 5.3,
  "homo_ev": -13.17,
  "smiles": "C[C@@H]1N[C@@](C)(I)[NH2+][C@H]1C",
  "charge": 1,
  "energy_ev": -17522.5954,
  "homo_lumo_gap_ev": 9.29,
  "species": ["C", "C", "N", "C", "C", "I", "N", "C", "C", "H", "H", "H", "H", "H", "H", "H", "H", "H", "H", "H", "H", "H", "H"],
  "xyz": [[-1.65583, -0.31261, 1.78440], [-0.43006, -0.31812, 0.92723], [0.11049, 1.02518, 0.81849], [1.00270, 1.06526, -0.19669], [1.54043, 2.43197, -0.77217], [2.94688, -0.29375, 0.08559], [0.15543, 0.13991, -1.21048], [-0.65186, -0.78696, -0.48025], [-0.39571, -2.29864, -0.74827], [-1.52647, 0.34724, 2.70376], [-1.82075, -1.39020, 2.18102], [-2.51056, -0.01531, 1.28357], [0.12931, -1.02176, 1.43811], [0.41350, 1.42244, 1.66921], [2.04961, 2.37420, -1.69686], [2.14032, 2.99799, -0.00877], [0.62361, 2.91499, -1.05213], [0.89380, -0.38763, -1.78928], [-0.33950, 0.65395, -1.91487], [-1.70534, -0.58830, -0.62935], [0.71051, -2.50976, -0.52285], [-0.60032, -2.54256, -1.76931], [-1.08021, -2.90753, -0.10010]],
  "nbo_charge": [-0.60, -0.08, -0.63, 0.38, -0.66, -0.06, -0.57, -0.08, -0.63, 0.24, 0.23, 0.21, 0.22, 0.42, 0.25, 0.28, 0.23, 0.46, 0.44, 0.23, 0.24, 0.23, 0.26]
}